(1)
An isolated molecule of C3H4N2S, computed with ωB97M-V with the def2-TZVPD basis set.

Properties
ΔE to the lowest compared entry with this formula, charge and spin = 205.1 kJ/mol
HOMO-LUMO gap = 9.66 eV
LUMO = 0.2 eV
Max |F| = 1.32 eV/A
Highest occupied orbital energy = -9.45 eV
Net charge = 0
SMILES = C1=NN=CSC1

XYZ file:
```
10
C3H4N2S | the OMol25 dataset | ωB97M-V with the def2-TZVPD basis set
C 0.320 -0.558 -0.988
N 1.163 -1.031 -0.160
N 1.035 -0.783 1.202
C 0.441 0.287 1.581
S -0.313 1.500 0.521
C -0.876 0.298 -0.738
H 0.564 -0.795 -2.026
H 0.547 0.513 2.616
H -1.714 -0.287 -0.352
H -1.168 0.856 -1.656
```

(2)
An isolated molecule of C3H4N2S, computed with ωB97M-V with the def2-TZVPD basis set.

Properties
ΔE to the lowest compared entry with this formula, charge and spin = 536.5 kJ/mol
HOMO-LUMO gap (spin up / spin down) = 7.59 / 6.78 eV
LUMO (spin up / spin down) = -1.3 / -1.4 eV
Max |F| = 5.69 eV/A
Highest occupied orbital energy (spin up / spin down) = -8.87 / -8.23 eV
Net charge = 0

XYZ file:
```
10
C3H4N2S | the OMol25 dataset | ωB97M-V with the def2-TZVPD basis set
C -0.323 0.961 -0.120
C -1.447 0.060 -0.647
C 1.195 -1.010 0.138
N -0.486 2.202 0.082
N 0.452 0.136 0.491
S -2.290 -1.057 -0.063
H 0.595 -1.963 -0.059
H 1.697 -0.760 -0.728
H 1.782 -1.316 1.099
H -1.175 2.747 -0.192
```

(3)
An isolated molecule of C3H4N2S, computed with ωB97M-V with the def2-TZVPD basis set.

Properties
ΔE to the lowest compared entry with this formula, charge and spin = 98.3 kJ/mol
HOMO-LUMO gap = 9.50 eV
LUMO = 0.5 eV
Max |F| = 2.22 eV/A
Highest occupied orbital energy = -8.97 eV
Net charge = 0
SMILES = N#CCNC=S

XYZ file:
```
10
C3H4N2S | the OMol25 dataset | ωB97M-V with the def2-TZVPD basis set
N 3.061 -0.323 -0.221
C 1.944 -0.443 -0.060
C 0.484 -0.602 0.130
N -0.214 0.653 0.003
C -1.545 0.661 -0.089
S -2.463 -0.688 -0.116
H 0.263 -1.138 1.051
H 0.106 -1.308 -0.625
H 0.326 1.563 0.110
H -1.963 1.625 -0.182
```

(4)
A 2-piece molecular cluster, C3H4N2S overall, computed with ωB97M-V with the def2-TZVPD basis set.

Properties
ΔE to the lowest compared entry with this formula, charge and spin = 365.8 kJ/mol
HOMO-LUMO gap = 9.26 eV
LUMO = -0.1 eV
Max |F| = 3.00 eV/A
Highest occupied orbital energy = -9.32 eV
Net charge = 0

XYZ file:
```
10
C3H4N2S | the OMol25 dataset | ωB97M-V with the def2-TZVPD basis set
C 1.315 0.428 -1.085
C -0.464 -0.772 -4.234
C -1.044 0.804 -0.374
N 2.347 0.142 -1.680
N 0.339 0.873 -0.623
S -1.014 0.601 -3.859
H -1.510 0.761 -1.358
H -1.248 -0.111 0.186
H -1.245 1.705 0.151
H 3.151 -0.197 -1.300
```

(5)
An isolated molecule of C3H4N2S, computed with ωB97M-V with the def2-TZVPD basis set.

Properties
ΔE to the lowest compared entry with this formula, charge and spin = 402.9 kJ/mol
HOMO-LUMO gap = 7.46 eV
LUMO = -0.5 eV
Max |F| = 3.54 eV/A
Highest occupied orbital energy = -7.99 eV
Net charge = 0

XYZ file:
```
10
C3H4N2S | the OMol25 dataset | ωB97M-V with the def2-TZVPD basis set
C 1.356 0.845 -0.367
C -0.665 -1.727 -0.414
C -0.813 0.575 0.523
N 0.043 1.122 -0.369
N -1.063 -0.890 0.229
S 2.186 -0.457 0.262
H 1.860 1.599 -0.917
H -0.374 -2.371 -1.188
H -0.631 0.473 1.659
H -1.898 0.831 0.581
```

(6)
An isolated molecule of C3H4N2S, computed with ωB97M-V with the def2-TZVPD basis set.

Properties
ΔE to the lowest compared entry with this formula, charge and spin = 162.9 kJ/mol
HOMO-LUMO gap = 10.14 eV
LUMO = 0.2 eV
Max |F| = 2.75 eV/A
Highest occupied orbital energy = -9.90 eV
Net charge = 0
SMILES = [H]/N=C(/C#N)SC

XYZ file:
```
10
C3H4N2S | the OMol25 dataset | ωB97M-V with the def2-TZVPD basis set
H -0.241 0.601 1.661
N -1.051 0.318 1.148
C -1.075 -0.218 0.040
C -2.301 -0.670 -0.647
N -3.222 -1.138 -1.140
S 0.251 -0.500 -1.081
C 1.680 0.241 -0.147
H 2.363 0.807 -0.752
H 2.339 -0.438 0.363
H 1.256 0.997 0.556
```